--- one ---
12
Properties=species:S:1:pos:R:3:nbo_charge:R:1 method="wB97M-V/def2-TZVPD" e_homo_ev=-8.162 lumo_ev=-0.371
C -1.4093 -1.6413 -0.0915 0.5593
C 0.9196 0.7428 0.2014 -0.0659
C -0.2386 1.4216 0.2116 -0.3312
C 0.9265 -1.8582 0.1173 0.2404
C -2.4968 -0.8372 -0.1080 -0.6117
N -0.4581 -2.3948 0.0408 -0.4941
N 0.9649 -0.5506 0.0577 -0.5251
S -1.9923 0.9808 0.0437 0.3081
H 1.9771 1.0978 -0.0304 0.2052
H -0.1954 2.4279 0.1900 0.2149
H 1.7247 -2.7778 0.3235 0.2108
H -3.5329 -1.1457 -0.2384 0.2894

---

--- two ---
12
Properties=species:S:1:pos:R:3:nbo_charge:R:1 method="wB97M-V/def2-TZVPD" e_homo_ev=-7.957 smiles=C#Cc1[nH]cnc1S lumo_ev=0.747
C -0.3056 -1.1328 0.2827 -0.0001
C 0.4178 -0.2635 2.0842 0.1836
C -0.0224 0.2203 -0.0480 -0.1067
C -0.0252 0.8689 -1.2448 0.0214
C -0.0497 1.4433 -2.3083 -0.2428
H -1.1696 -1.4490 -1.8561 0.1487
H 0.7377 -0.1389 3.0884 0.2051
H 0.7277 1.6441 1.3278 0.4225
H 0.1448 1.8815 -3.2522 0.2369
N -0.0091 -1.4359 1.5794 -0.4617
N 0.4059 0.7062 1.1686 -0.4706
S -0.8525 -2.3440 -0.8217 0.0636

---

Which structure loses on stability? one does.

---

--- one ---
12
Properties=species:S:1:pos:R:3:nbo_charge:R:1 method="wB97M-V/def2-TZVPD" e_homo_ev=-8.091 lumo_ev=0.909
C 2.2094 -0.5338 -0.0508 -0.8107
C -1.3575 0.1047 0.0759 0.0515
C -2.4837 0.0160 0.8647 -0.6217
H 1.7550 -1.6028 0.5028 0.2581
H 2.5640 0.0967 0.7181 0.2068
H 3.1092 -0.4555 -0.9388 0.2372
H -1.6215 0.5791 -0.7720 0.1466
H -2.2693 -0.2640 1.9264 0.2272
H -2.7220 1.2824 0.8379 0.2212
H -3.4458 -0.7511 0.6101 0.2419
N -0.2612 -0.2481 0.4301 -0.5265
S 0.8906 0.3331 -0.7021 0.3683

---

--- two ---
12
Properties=species:S:1:pos:R:3:nbo_charge:R:1 method="wB97M-V/def2-TZVPD" e_homo_ev="-8.168 / -7.957" lumo_ev="-0.829 / 0.626"
C 0.8171 -1.7043 0.1647 -0.3487
C -0.3557 -1.1739 -0.2334 -0.0715
C 0.9180 1.7180 -0.2017 -0.4896
N -0.9607 -0.1769 0.4438 -0.5627
S -2.4123 0.3653 -0.0776 0.2950
H 1.2616 -2.5124 -0.3826 0.1976
H 1.3387 -1.3204 1.0233 0.2001
H -0.8343 -1.5847 -1.1227 0.1682
H 0.2445 2.4190 -0.6455 0.1640
H 1.1313 1.7874 0.8424 0.1682
H 1.4798 1.0515 -0.8166 0.1651
H -2.6281 1.1315 1.0058 0.1143

---

--- three ---
12
Properties=species:S:1:pos:R:3:nbo_charge:R:1 method="wB97M-V/def2-TZVPD" e_homo_ev="-8.198 / -8.198" lumo_ev="0.323 / 0.322"
C 1.4127 -1.2176 0.5152 -0.5271
C 0.6607 -1.1679 -0.5079 0.0194
C -0.5690 1.4189 -0.4055 -0.4518
N -1.1137 0.0893 -0.6496 -0.5939
S -2.1983 -0.4285 0.5153 0.2279
H 2.4252 -1.6029 0.2989 0.2325
H 1.4256 -0.6631 1.4601 0.2275
H 0.8051 -1.5886 -1.5610 0.2140
H -1.4698 2.0573 -0.3626 0.2093
H -0.1034 1.6219 0.5992 0.1690
H 0.0748 1.5107 -1.3092 0.2189
H -1.3501 -0.0295 1.4072 0.0544

---

Which structure loses on stability? three does.

---

--- one ---
12
Properties=species:S:1:pos:R:3:nbo_charge:R:1 method="wB97M-V/def2-TZVPD" e_homo_ev=-8.420 smiles="CNC(C)=S" lumo_ev=0.647
C 0.8825 -0.0986 -0.6624 0.1224
C 1.5876 0.0546 0.5797 -0.7068
C -1.6256 0.1316 0.3346 -0.4222
N -0.5683 -0.3405 -0.5745 -0.6276
S 1.4161 -0.2004 -2.1966 -0.1044
H 2.6437 0.1615 0.3450 0.2551
H 1.0112 0.8966 1.0830 0.2377
H 1.3630 -0.8817 1.0783 0.2469
H -1.3810 -0.0912 1.3967 0.2043
H -1.9594 1.1340 0.1600 0.1904
H -2.4896 -0.4767 0.0155 0.2127
H -0.8801 -0.2892 -1.5591 0.3916

---

--- two ---
12
Properties=species:S:1:pos:R:3:nbo_charge:R:1 method="wB97M-V/def2-TZVPD" e_homo_ev=-8.167 lumo_ev=0.197
C -0.2033 -1.5862 -1.4556 -0.6199
C 0.4004 -0.6463 -0.3421 -0.5988
C -0.2293 2.2952 1.8886 -0.1464
H -0.1016 -1.3729 -2.5511 0.2278
H -1.3716 -2.1365 -1.1880 0.1865
H 0.3134 -2.5140 -1.2505 0.2159
H 0.1301 -1.0503 0.7837 0.2582
H 1.4954 -0.7215 -0.8262 0.2296
H 0.4000 2.7375 2.5451 0.1816
H -1.3950 2.6187 1.3471 0.1903
N 0.5593 1.2556 1.2738 -0.6005
S 0.0021 1.1208 -0.2248 0.4758

---

Which structure loses on stability? two does.

---

--- one ---
16
Properties=species:S:1:pos:R:3:nbo_charge:R:1 method="wB97M-V/def2-TZVPD" e_homo_ev=-9.116 smiles=CC#CCN1CC1 lumo_ev=1.089
C -1.5534 -1.5377 -2.6667 -0.6826
C -0.9653 -0.5851 -1.7264 0.0172
C -0.4822 0.2015 -0.9559 -0.0396
C 0.1333 1.1263 -0.0131 -0.2819
N 0.2197 0.5433 1.2860 -0.3882
C 1.1252 1.2099 2.1777 -0.2905
C 1.3777 -0.1837 1.7024 -0.2476
H -0.8565 -1.7637 -3.4819 0.2328
H -2.4736 -1.1359 -3.1052 0.2338
H -1.7997 -2.4769 -2.1592 0.2355
H 1.1302 1.4452 -0.3539 0.1833
H -0.4782 2.0379 0.0841 0.2213
H 0.4509 1.4059 2.9650 0.2220
H 1.8405 1.9807 1.8198 0.1890
H 2.1270 -0.3018 0.9205 0.1898
H 1.2519 -1.0286 2.3734 0.2059

---

--- two ---
16
Properties=species:S:1:pos:R:3:nbo_charge:R:1 method="wB97M-V/def2-TZVPD" e_homo_ev=-8.337 lumo_ev=1.174
C 2.0320 -0.1289 -0.0052 -0.4219
N 0.6507 -0.5116 -0.2842 -0.4249
C -0.2424 -0.1301 0.8598 -0.1153
C -0.6123 1.1823 0.1366 -0.3957
C -0.5249 0.2303 -1.0608 -0.0950
C -1.5988 -0.8132 -0.7605 -0.2029
C -1.3892 -1.0768 0.5310 -0.1777
H 2.2799 -0.7171 0.8950 0.2036
H 2.7236 -0.4567 -0.7881 0.2047
H 2.2485 0.9227 0.2542 0.1610
H 0.2063 -0.1104 1.8538 0.2054
H 0.2198 1.8963 0.0981 0.2007
H -1.5585 1.6805 0.3752 0.2061
H -0.4845 0.5926 -2.0927 0.2122
H -2.2299 -1.3215 -1.4825 0.2191
H -1.6894 -1.9290 1.1313 0.2206

---

--- three ---
16
Properties=species:S:1:pos:R:3:nbo_charge:R:1 method="wB97M-V/def2-TZVPD" e_homo_ev=-7.554 lumo_ev=0.939
C 1.3534 -0.6619 1.2927 -0.6205
C 0.1342 -0.3774 0.4605 -0.1211
C 0.1153 1.0118 -1.6362 -0.6278
C -0.1887 0.9841 -0.1622 -0.2606
C -1.4455 0.3438 0.2236 0.1472
N -1.8662 -0.7306 -0.6193 -0.5955
C -0.8456 -1.3124 0.0094 0.1069
H 1.3337 -0.2313 2.2971 0.2181
H 2.2434 -0.2589 0.7841 0.2190
H 1.5074 -1.7458 1.3822 0.2225
H 1.1964 0.9329 -1.7983 0.2079
H -0.2740 1.8937 -2.1472 0.2104
H 0.0992 1.8098 0.4953 0.2276
H -2.0623 0.5673 1.0873 0.2273
H -0.4469 0.1304 -2.0035 0.2474
H -0.8537 -2.3555 0.3345 0.1913

---

Which structure loses on stability? three does.

---

--- one ---
14
Properties=species:S:1:pos:R:3:nbo_charge:R:1 method="wB97M-V/def2-TZVPD" e_homo_ev=-9.020 smiles="COC(=O)C(=S)CS" lumo_ev=-1.361
C 2.5201 -0.4945 -0.4784 -0.2854
C 0.3283 0.0170 0.1286 0.7103
C -0.7357 1.0443 0.0962 -0.2029
C -2.0450 0.5017 0.5576 -0.5963
H 3.0657 -0.5411 0.5642 0.1991
H 3.2315 -0.1085 -1.3476 0.2119
H 2.0619 -1.5279 -0.6894 0.2124
H -2.7310 1.2747 0.8655 0.2446
H -1.8478 -0.0712 1.4268 0.2480
H -2.0870 -1.5378 -0.4344 0.1383
O 1.4678 0.4450 -0.4268 -0.4825
O 0.1671 -1.0960 0.5984 -0.5825
S -0.4852 2.6057 -0.2158 0.1843
S -2.9108 -0.5114 -0.6450 0.0007

---

--- two ---
14
Properties=species:S:1:pos:R:3:nbo_charge:R:1 method="wB97M-V/def2-TZVPD" e_homo_ev=-9.114 smiles="CC(C(O)=S)C(O)=S" lumo_ev=-0.067
C -1.0430 0.7730 -0.8990 -0.5976
C 0.0692 0.6006 0.1076 -0.3924
C 1.3192 -0.0857 -0.4436 0.2493
C -0.4179 -0.2081 1.3678 0.2555
H -1.4314 -0.2063 -1.1493 0.2229
H -1.7850 1.4207 -0.4592 0.2281
H -0.6070 1.2610 -1.7945 0.2238
H 0.3449 1.5564 0.5130 0.2539
H 1.9845 -1.3835 -1.5577 0.5036
H -0.9873 -1.9070 1.7295 0.5035
O 1.0852 -1.0610 -1.3356 -0.6479
O -0.4030 -1.4978 1.0639 -0.6628
S 2.8083 0.3871 0.0538 -0.0771
S -0.9367 0.3504 2.8033 -0.0628

---

--- three ---
14
Properties=species:S:1:pos:R:3:nbo_charge:R:1 method="wB97M-V/def2-TZVPD" e_homo_ev=-9.010 smiles="CC(C(O)=S)C(O)=S" lumo_ev=-0.152
C 0.3914 1.4380 -0.5801 -0.6132
C 0.0640 -0.0381 -0.6620 -0.4311
C -1.2928 -0.5184 -0.1047 0.2288
C 1.0726 -0.8991 0.1998 0.2486
H 0.7727 1.5816 0.5688 0.2149
H 1.2222 1.9189 -1.1961 0.2444
H -0.6085 2.1417 -0.7928 0.2337
H 0.2838 -0.2947 -1.6529 0.2527
H -2.4826 0.1672 1.2226 0.5008
H 1.2730 -1.5783 1.9112 0.5092
O -1.5988 0.4061 0.7859 -0.6519
O 0.4040 -1.3135 1.4014 -0.6842
S -2.0813 -1.7726 -0.6983 -0.0248
S 2.5802 -1.2387 -0.4028 -0.0277

---

Which structure loses on stability? three does.

---

--- one ---
45
Properties=species:S:1:pos:R:3:nbo_charge:R:1 method="wB97M-V/def2-TZVPD" e_homo_ev=-9.357 smiles="CCCCCCOC(=O)c1ccc(OC(=O)c2cccnc2)cc1" lumo_ev=-0.096
C 1.3351 0.0511 4.1979 -0.5993
C 2.8383 0.1593 3.9726 -0.3877
C 3.1944 0.0582 2.4915 -0.3983
C 4.6965 0.1965 2.2537 -0.3897
C 5.1065 -0.0263 0.7979 -0.4218
C 4.6025 1.0503 -0.1630 -0.0764
H 4.7882 2.0496 0.2366 0.1888
H 5.1025 0.9369 -1.1311 0.2053
O 3.1934 0.9896 -0.3722 -0.5148
C 2.7487 0.0647 -1.2307 0.7888
O 3.4709 -0.6697 -1.8610 -0.6008
C 1.2673 0.0488 -1.3233 -0.1865
C 0.6690 -0.8334 -2.2172 -0.1471
C -0.7060 -0.9006 -2.3421 -0.2337
C -1.4962 -0.0703 -1.5564 0.2919
C -0.9047 0.8152 -0.6542 -0.2550
C 0.4663 0.8762 -0.5385 -0.1480
H 0.9233 1.5631 0.1554 0.2317
H -1.5431 1.4458 -0.0553 0.2264
O -2.8766 -0.0284 -1.5612 -0.4912
C -3.6761 -0.7125 -2.3966 0.7907
O -3.3140 -1.4615 -3.2679 -0.5745
C -5.1051 -0.4226 -2.1130 -0.2129
C -6.0820 -1.0522 -2.8841 -0.1201
C -7.4128 -0.7828 -2.6241 -0.2617
C -7.7134 0.1076 -1.6016 0.0607
N -6.7941 0.7092 -0.8650 -0.4184
C -5.5245 0.4533 -1.1112 0.0801
H -4.8083 0.9669 -0.4851 0.2071
H -8.7382 0.3541 -1.3569 0.1964
H -8.1984 -1.2491 -3.1976 0.2248
H -5.7775 -1.7339 -3.6647 0.2410
H -1.1542 -1.5864 -3.0410 0.2529
H 1.3025 -1.4695 -2.8165 0.2384
H 4.7430 -0.9961 0.4529 0.2175
H 6.1962 -0.0354 0.7320 0.2142
H 5.0243 1.1893 2.5721 0.1915
H 5.2207 -0.5368 2.8718 0.2021
H 2.6649 0.8388 1.9445 0.2017
H 2.8546 -0.9060 2.1044 0.1940
H 3.1967 1.1136 4.3661 0.1920
H 3.3462 -0.6360 4.5233 0.1925
H 0.8124 0.8506 3.6771 0.1981
H 0.9612 -0.8997 3.8242 0.2014
H 1.0997 0.1203 5.2575 0.2075

---

--- two ---
45
Properties=species:S:1:pos:R:3:nbo_charge:R:1 method="wB97M-V/def2-TZVPD" e_homo_ev=-7.955 smiles="CCOc1ccc(NC(=O)[C@@H](CC(=O)O)Cc2ccccc2)cc1" lumo_ev=0.535
C -6.9484 -0.8930 -1.3921 -0.6384
C -6.7875 -0.9166 0.1254 -0.0616
O -5.9974 0.1508 0.6079 -0.4961
C -4.6434 0.1120 0.4611 0.2959
C -3.9052 -0.9560 -0.0361 -0.2951
C -2.5254 -0.8832 -0.1188 -0.2319
C -1.8538 0.2601 0.2914 0.1895
C -2.5919 1.3313 0.7947 -0.2333
C -3.9637 1.2589 0.8779 -0.2477
H -4.5400 2.0831 1.2670 0.2244
H -2.0819 2.2273 1.1210 0.2070
N -0.4592 0.4052 0.2344 -0.6304
C 0.4542 -0.4393 -0.3024 0.6882
O 0.1864 -1.5164 -0.7936 -0.6220
C 1.9177 0.0188 -0.2496 -0.2861
C 2.1956 1.4249 0.2985 -0.5391
C 1.6567 2.4895 -0.6214 0.7960
O 2.0185 2.6920 -1.7455 -0.5765
O 0.6813 3.2141 -0.0383 -0.7076
H 0.3529 3.8965 -0.6451 0.5050
H 1.8005 1.5556 1.3072 0.2224
H 3.2821 1.5449 0.3332 0.2684
H 2.2747 -0.0158 -1.2855 0.2470
C 2.7032 -1.0359 0.5571 -0.4144
C 4.1846 -0.8761 0.3756 -0.0444
C 4.9731 -0.3053 1.3660 -0.2173
C 6.3337 -0.1348 1.1741 -0.2057
C 6.9214 -0.5305 -0.0143 -0.2178
C 6.1436 -1.1023 -1.0079 -0.2180
C 4.7857 -1.2731 -0.8134 -0.1576
H 4.1813 -1.7236 -1.5874 0.2055
H 6.5981 -1.4166 -1.9358 0.2137
H 7.9823 -0.3969 -0.1654 0.2138
H 6.9350 0.3086 1.9545 0.2129
H 4.5212 0.0013 2.2994 0.2073
H 2.4379 -0.9505 1.6133 0.2074
H 2.3897 -2.0195 0.2016 0.2488
H -0.1417 1.2941 0.5925 0.4093
H -1.9674 -1.7170 -0.5094 0.2561
H -4.3858 -1.8641 -0.3633 0.2176
H -6.3839 -1.8802 0.4603 0.1693
H -7.7604 -0.7684 0.6029 0.1925
H -5.9873 -1.0087 -1.8870 0.2138
H -7.3814 0.0550 -1.7014 0.2147
H -7.6058 -1.7003 -1.7032 0.2145

---

Which structure loses on stability? one does.

---

--- one ---
8
Properties=species:S:1:pos:R:3:nbo_charge:R:1 method="wB97M-V/def2-TZVPD" e_homo_ev=-4.200 charge=-1 lumo_ev=4.958
O 1.0181 -1.2570 0.9946 -1.0850
H 0.7278 -0.2406 0.6159 0.5027
O -1.7010 0.3532 -1.0226 -1.0209
H -0.8732 0.8404 -0.7181 0.5125
H -1.7119 -0.3446 -0.3617 0.4524
O 0.7093 0.9435 0.0463 -1.2118
H 0.2776 -1.6174 1.4958 0.4177
H 1.1411 1.2343 -0.7646 0.4324

---

--- two ---
8
Properties=species:S:1:pos:R:3:nbo_charge:R:1 method="wB97M-V/def2-TZVPD" e_homo_ev=-4.305 charge=-1 lumo_ev=4.962
O -1.9249 0.1674 -0.6872 -1.0611
H -0.9658 -0.2754 -0.6801 0.5006
O 0.2659 -0.8924 -0.4744 -1.1959
H 0.9995 0.0806 0.5523 0.5103
H 0.3111 -1.7656 -0.1700 0.4244
O 1.5778 0.8626 1.0546 -1.0398
H -2.0454 0.4239 0.2320 0.4328
H 2.3501 0.4359 0.9221 0.4287

---

Which structure loses on stability? two does.

---

--- one ---
12
Properties=species:S:1:pos:R:3:nbo_charge:R:1 method="wB97M-V/def2-TZVPD" e_homo_ev=-10.694 lumo_ev=-0.662
C -0.9402 0.2801 -0.4205 0.6088
C 0.2767 0.4170 0.5069 0.1286
N -1.5326 -0.9039 -0.3853 -0.8063
N 1.4698 -0.3515 0.0003 0.5056
O -1.3290 1.1833 -1.0568 -0.5337
O 1.3255 -1.5667 -0.0333 -0.3880
O 2.2606 0.2273 -0.6703 -0.3437
O 0.6645 1.7628 0.7725 -0.6934
H -0.0438 -0.2376 1.7246 0.2077
H -1.1410 -1.7036 0.0774 0.4037
H -2.4496 -1.0962 -0.6779 0.4073
H 1.4392 1.9889 0.1624 0.5034

---

--- two ---
12
Properties=species:S:1:pos:R:3:nbo_charge:R:1 method="wB97M-V/def2-TZVPD" e_homo_ev=-9.995 lumo_ev=-1.655
C 0.0066 1.1141 0.5065 0.6135
C 0.7639 -0.3361 0.2729 0.0956
H -1.6418 0.1065 -1.4123 0.5008
H -1.9452 1.6853 0.4575 0.3843
H 1.9096 -0.2536 0.6032 0.2436
H -0.9798 -1.4955 1.3752 0.5004
N -1.2487 1.2565 -0.1023 -0.3553
N 0.8840 -0.4255 -1.2582 0.0805
O -1.8359 0.0469 -0.3190 -0.5522
O 0.6543 1.8523 1.3576 -0.5518
O 0.3289 -1.4142 0.9890 -0.6769
O 0.9261 -1.8010 -1.5497 -0.2823

---

Which structure loses on stability? two does.